66
Properties=species:S:1:pos:R:3 method="wB97M-V/def2-TZVPD" e_homo_ev=-8.6 gap_ev=7.837 fmax_ev_per_a=1.039 total_energy_ev=-181924.0523 de_lowest_kcal_mol=5.1 lumo_ha=-0.0298 total_charge=0
Rh -0.206 -0.670 -0.726
N -1.644 3.633 -1.136
C -1.431 2.495 -0.161
C -2.000 2.929 1.191
P 0.402 2.316 -0.010
O 0.719 2.202 -1.611
O 0.887 3.604 0.521
O 0.642 0.977 0.627
P -2.430 1.066 -0.711
O -1.605 0.563 -2.056
O -3.784 1.558 -1.020
O -2.118 -0.043 0.262
H -1.116 4.442 -0.794
H -2.642 3.838 -1.221
H -1.265 3.377 -2.051
H -1.456 3.797 1.567
H -1.874 2.115 1.904
H -3.068 3.149 1.113
H 1.661 2.078 -1.807
H -2.165 0.045 -2.665
S 1.425 -1.374 -2.203
C 2.017 -2.162 -0.737
C 3.060 -3.034 -0.476
C 3.228 -3.458 0.833
C 2.382 -3.016 1.841
C 1.351 -2.155 1.515
N 1.204 -1.766 0.255
H 3.707 -3.364 -1.276
H 4.031 -4.142 1.076
H 2.512 -3.336 2.865
H 0.648 -1.756 2.232
F -3.803 -1.064 1.897
C -4.726 -0.782 0.967
C -4.735 -1.463 -0.243
C -5.725 -1.108 -1.134
F -5.837 -1.736 -2.315
C -6.644 -0.107 -0.873
F -7.571 0.212 -1.775
C -6.587 0.570 0.328
F -7.449 1.545 0.591
C -5.622 0.225 1.261
F -5.555 0.879 2.424
Ge -3.366 -2.851 -0.545
S -1.283 -2.620 -1.258
C -3.507 -3.916 1.110
C -4.723 -4.501 1.416
F -5.750 -4.365 0.565
C -4.940 -5.218 2.575
F -6.124 -5.774 2.828
C -3.905 -5.353 3.484
F -4.090 -6.037 4.606
C -2.680 -4.763 3.224
F -1.689 -4.872 4.109
C -2.503 -4.052 2.051
F -1.314 -3.464 1.874
C -3.900 -3.959 -2.103
C -4.120 -5.325 -2.096
F -4.093 -6.021 -0.953
C -4.351 -6.050 -3.253
F -4.568 -7.363 -3.199
C -4.348 -5.402 -4.474
F -4.568 -6.081 -5.591
C -4.110 -4.039 -4.525
F -4.096 -3.409 -5.700
C -3.884 -3.353 -3.350
F -3.644 -2.032 -3.453